(1)
Formula: C26H28BrN8O8PbS
Source: the Open Molecules 2025 dataset
Level of theory: ωB97M-V/def2-TZVPD

Summary:
* E_HOMO: -5.7 eV
* HOMO-LUMO gap: 8.06 eV
* lowest unoccupied orbital energy: 2.309 eV

Geometry as ORCA input:
```
! wB97M-V def2-TZVPD RIJCOSX def2/J DEFGRID3
* xyz -1 1
Pb -0.10337 -0.15965 -0.19772
O 1.96260 -2.89306 2.90011
C 1.88601 -2.40953 4.15101
C 2.49411 -3.11261 5.18876
C 2.39836 -2.65616 6.49528
C 1.68742 -1.49907 6.79037
C 1.09111 -0.79302 5.75027
C 1.19829 -1.21798 4.43367
C 0.61380 -0.39460 3.28831
O 0.15417 -1.14202 2.24832
N 1.68067 0.56304 2.82104
N 2.05035 0.60216 1.55019
C 2.97906 1.37332 1.13793
C 3.31016 1.49070 -0.28073
Br 2.71296 0.06568 -1.40939
C 3.99783 2.50888 -0.78374
C 4.24240 2.81433 -2.20849
C 3.17411 2.87812 -3.10197
C 3.39926 3.21248 -4.43068
C 4.68461 3.48730 -4.88091
C 5.75107 3.43817 -3.99232
C 5.52853 3.11249 -2.66061
H 1.31183 -2.36323 2.37071
H 3.02821 -4.02589 4.94771
H 2.87527 -3.21469 7.29345
H 1.59244 -1.15455 7.81394
H 0.52892 0.11347 5.96376
H -0.17834 0.23700 3.73534
H 2.20241 1.07903 3.51410
H 3.50534 2.05200 1.81307
H 4.36903 3.23464 -0.06226
H 2.16987 2.69152 -2.73567
H 2.56322 3.26618 -5.11792
H 4.85584 3.74709 -5.91929
H 6.75697 3.65458 -4.33464
H 6.35878 3.07363 -1.96234
N -1.29580 1.71295 1.28621
N -1.03659 2.99040 0.77846
C -0.00529 3.17594 -0.18773
O 0.40916 4.33398 -0.30558
O 0.34539 2.13825 -0.85417
H -2.28290 1.50007 1.30054
H -0.90495 1.57840 2.21050
H -1.11835 3.76004 1.41514
C -3.47225 1.91925 -1.56057
C -3.15225 0.58718 -2.14413
N -2.09377 -0.15532 -1.89142
C -2.22103 -1.30857 -2.63773
C -3.38603 -1.24847 -3.35588
N -3.95045 -0.04549 -3.02742
C -4.10054 -2.13308 -4.30953
O -3.51048 -3.24586 -4.63681
O -5.18404 -1.77784 -4.74035
C -1.17271 -2.39141 -2.58090
O -1.31794 -3.36489 -3.37012
O -0.23627 -2.24156 -1.76414
H -2.56505 2.39492 -1.19309
H -4.17173 1.80709 -0.72673
H -3.93221 2.56435 -2.31140
H -4.84047 0.25281 -3.38939
H -2.60184 -3.35489 -4.11788
S -3.77297 -0.70754 1.16887
C -3.41477 -1.96078 2.22622
N -2.25846 -2.20228 2.83238
C -2.26826 -3.43048 3.62145
C -3.66372 -4.01492 3.32885
N -4.30960 -2.92349 2.59758
H -1.38330 -1.67006 2.66371
H -2.13258 -3.21256 4.68094
H -1.46231 -4.09374 3.31121
H -4.20532 -4.24524 4.24523
H -3.60371 -4.92465 2.72836
H -5.10815 -3.08145 2.01026
*
```

(2)
Formula: C26H28F4N9Os
Source: the Open Molecules 2025 dataset
Level of theory: ωB97M-V/def2-TZVPD

Summary:
* E_HOMO (spin up / spin down): -15.0 / -15.0 eV
* HOMO-LUMO gap (spin up / spin down): 3.16 / 3.16 eV
* lowest unoccupied orbital energy (spin up / spin down): -11.865 / -11.868 eV

Geometry as ORCA input:
```
! wB97M-V def2-TZVPD RIJCOSX def2/J DEFGRID3
* xyz 3 1
Os 0.76490 -0.79757 0.74381
C -1.29429 -0.67277 3.05019
N -0.14816 0.12352 2.49163
C -0.59555 1.54302 2.26176
C 1.00424 0.08524 3.44151
C 1.52375 -1.34466 3.52928
N 1.35162 -1.96375 2.19635
C 1.43903 -3.29844 1.98328
C 0.90725 -3.75365 0.75783
F 0.30781 -2.82337 -0.02670
C 0.91761 -5.06245 0.39145
F 0.37929 -5.42179 -0.75241
C 1.49764 -6.00489 1.24434
C 2.04607 -5.59506 2.45209
F 2.60970 -6.46165 3.25434
C 2.01781 -4.27145 2.83680
F 2.57147 -3.91863 3.96819
H -1.38980 -0.45933 4.11788
H -1.14936 -1.73956 2.91497
H -2.21227 -0.37133 2.55778
H -0.92867 1.98067 3.20342
H -1.42126 1.56216 1.55296
H 0.22915 2.13377 1.86836
H 0.69212 0.43964 4.42431
H 1.77043 0.76735 3.07649
H 1.00874 -1.93393 4.28434
H 2.57603 -1.33364 3.80754
H 1.51552 -7.05646 0.96743
N 5.81066 -1.73852 -2.65368
C 4.72915 -1.58794 -1.90903
C 4.74774 -0.80730 -0.71760
C 3.60788 -0.63613 -0.01206
N 2.41049 -1.19422 -0.37807
C 2.38992 -1.97030 -1.50824
C 3.49024 -2.18885 -2.26478
H 6.68649 -1.30650 -2.40460
H 5.79863 -2.29766 -3.49314
H 5.66489 -0.34612 -0.37166
H 3.60944 -0.03383 0.88553
H 1.43987 -2.39569 -1.79672
H 3.40998 -2.81161 -3.14755
C -2.47035 -0.66105 -0.59559
C -1.41694 0.24140 -1.14080
N -0.12429 0.31743 -0.76187
C 0.48964 1.29798 -1.55270
C -0.44510 1.80918 -2.37370
N -1.62182 1.13096 -2.10388
C -2.96838 1.53834 -2.56624
N -3.39258 2.64395 -1.78573
N -3.43841 2.43283 -0.42321
N -3.69158 3.54930 0.15218
C -3.81266 4.52738 -0.83674
C -4.08160 5.89219 -0.71436
C -4.10818 6.62846 -1.86690
C -3.87701 6.03773 -3.12975
C -3.61625 4.69690 -3.27080
C -3.60300 3.95962 -2.08820
H -2.08412 -1.23927 0.23980
H -2.81019 -1.36823 -1.35621
H -3.33226 -0.08522 -0.25102
H 1.52494 1.57660 -1.44087
H -0.38615 2.60000 -3.10944
H -3.63966 0.70431 -2.41242
H -2.94615 1.78892 -3.61852
H -4.28836 6.33509 0.25153
H -4.31520 7.68892 -1.81411
H -3.91521 6.65890 -4.01393
H -3.41533 4.26107 -4.24417
*
```

(3)
Formula: C26H28F6LiN9O8S3
Source: the Open Molecules 2025 dataset
Level of theory: ωB97M-V/def2-TZVPD

Summary:
* E_HOMO: -8.7 eV
* HOMO-LUMO gap: 7.89 eV
* lowest unoccupied orbital energy: -0.764 eV

Geometry as ORCA input:
```
! wB97M-V def2-TZVPD RIJCOSX def2/J DEFGRID3
* xyz 0 1
Li 0.74814 0.13443 1.35730
C -1.85727 1.14225 3.95362
N -0.81757 1.64771 3.07045
C -0.78155 3.09639 2.95165
C 0.39413 3.45294 2.09730
N 1.55629 2.88318 2.23759
C 2.37665 3.49942 1.28894
C 3.72535 3.29912 1.00532
C 4.29123 4.05932 -0.00065
C 3.53982 5.00458 -0.71716
C 2.20239 5.22099 -0.44289
C 1.64489 4.45265 0.57280
N 0.37085 4.39777 1.11531
C -1.67276 -0.33541 4.07551
N -0.50128 -0.88614 4.16385
C -0.74668 -2.25728 4.19325
C 0.14534 -3.32404 4.26872
C -0.37798 -4.60240 4.29570
C -1.76260 -4.82887 4.24830
C -2.66271 -3.78202 4.17089
C -2.12335 -2.49976 4.14321
N -2.69633 -1.24053 4.05807
H -2.83890 1.37318 3.53105
H -1.81125 1.59026 4.95326
H 0.08196 1.33035 3.42259
H -0.67258 3.59248 3.92162
H -1.71155 3.45279 2.50116
H 4.29338 2.55822 1.55197
H 5.33689 3.92027 -0.24888
H 4.02013 5.57936 -1.49918
H 1.62431 5.95261 -0.99645
H -0.42925 4.93281 0.82875
H 1.21368 -3.14410 4.30344
H 0.29137 -5.45228 4.35170
H -2.13309 -5.84693 4.26562
H -3.73096 -3.95626 4.13031
H -3.67535 -1.03366 3.99444
F 3.61714 -3.94713 2.24557
C 3.77317 -2.80661 1.58328
F 4.51545 -3.02500 0.50621
F 4.36704 -1.92288 2.36770
S 2.08734 -2.19419 1.07781
O 1.81100 -1.10828 2.01837
O 1.24028 -3.33945 1.08892
N 2.26781 -1.62055 -0.38934
S 2.67353 -0.08269 -0.41702
O 1.52775 0.79167 -0.19003
O 3.90029 0.21519 0.25982
C 2.98249 0.12842 -2.20801
F 1.87810 -0.19914 -2.89884
F 3.98847 -0.63024 -2.60336
F 3.26905 1.40286 -2.41977
C -0.40810 0.25811 -6.75289
C -0.46428 -1.19118 -6.27280
S -1.95175 -1.55367 -5.37365
O -3.08583 -1.23267 -6.20132
O -1.82497 -2.87582 -4.80530
C -1.89471 -0.39034 -4.01355
C -2.84942 -0.84866 -2.90546
N -2.34434 -0.42831 -1.59761
C -1.42648 -1.10189 -0.86720
N -1.10533 -0.43368 0.24174
C -1.85678 0.69923 0.23201
C -2.60798 0.73792 -0.89898
N -3.45580 1.80247 -1.31886
O -3.95505 1.75332 -2.43485
O -3.67364 2.68568 -0.50468
C -0.86411 -2.42153 -1.26945
H 0.41540 0.38453 -7.45417
H -0.24699 0.95053 -5.92541
H -1.33384 0.52867 -7.26107
H 0.36112 -1.46426 -5.61243
H -0.50236 -1.89868 -7.10380
H -2.15936 0.59241 -4.40088
H -0.86101 -0.39281 -3.65645
H -2.93264 -1.92922 -2.90260
H -3.83170 -0.42759 -3.05077
H -1.78349 1.43273 1.01831
H -1.26220 -2.77852 -2.21534
H -1.06545 -3.15677 -0.48855
H 0.21841 -2.34541 -1.34378
*
```

ΔE to the lowest compared entry with this formula, charge and spin per entry: 0.00, 32.05, 24.93 kcal/mol